69
Properties=species:S:1:pos:R:3:forces:R:3 method="wB97M-V/def2-TZVPD" orbital_gap_ev=6.4 total_charge=+1 lumo_energy_ev=-4.0 e_homo_ha=-0.3811
C 3.58842 -3.11999 -1.31801 0.1010 -0.4038 1.1550
C 3.42710 -4.40916 -2.31799 3.1944 1.0528 -0.4256
N 2.00359 -4.85516 -2.56801 0.3329 -1.6095 0.1144
C 1.10716 -4.85938 -1.34988 -3.2568 2.1362 1.6036
C 0.17701 -3.33433 -1.37612 -2.9922 -2.1146 -0.5526
C -0.81943 -3.14308 -2.77468 1.3834 2.0528 1.9973
O -1.36486 -3.48488 -1.25555 6.4555 1.6514 0.0485
H 2.87349 -2.21486 -1.56324 1.7069 -1.8643 0.1430
H 4.73212 -2.77937 -1.29718 -2.6991 -0.7194 -0.4020
H 3.35553 -3.43915 -0.19148 0.4546 0.6705 -2.4684
H 3.87269 -4.10828 -3.38382 -1.0575 -0.6249 2.3297
H 4.08932 -5.32887 -1.94857 -1.7484 2.0184 -0.5879
H 2.05567 -5.86184 -2.90420 -0.1106 1.4882 0.2871
H 1.64506 -4.30177 -3.37983 -0.4431 -0.3450 1.0423
H 1.66325 -4.87504 -0.32051 -0.6396 -0.0448 -2.3729
H 0.28171 -5.70204 -1.34982 1.8675 1.7598 -0.4353
H 0.74629 -2.31231 -0.91783 -1.9532 -2.9469 -1.3506
H -0.29906 -2.07121 -2.88296 -1.3924 -0.6905 1.0516
H -1.86913 -2.67263 -2.84778 0.9271 -1.4941 -1.3297
C -1.45627 -1.20215 0.76934 -0.2172 0.1283 -0.5880
C -1.26680 0.29104 0.79498 -0.1287 1.0038 -0.9513
O -1.46319 0.97693 -0.20691 0.2706 -0.9441 1.0471
C -0.82779 0.91247 2.09392 0.0106 0.4823 -0.2337
H -1.77392 -1.51041 -0.23236 0.0314 0.1539 0.3654
H -0.51281 -1.70047 1.00588 -0.1054 -0.0119 0.2952
H -2.22937 -1.49084 1.48576 0.2133 -0.0940 0.0781
H 0.14368 0.50832 2.38943 -0.1204 -0.1544 0.1229
H -1.57295 0.71793 2.86938 0.1683 -0.0949 0.0426
H -0.73193 1.99568 1.96376 -0.0929 -0.2383 0.0362
C -3.44220 3.72764 -0.01171 0.0068 -0.4282 0.3440
C -3.21990 4.64402 1.16174 0.2566 -0.4814 1.1640
O -2.99978 4.19874 2.28695 -0.1192 0.4746 -1.3114
C -3.27732 6.12625 0.90513 0.0933 0.1115 0.5257
H -3.37214 2.68701 0.32224 0.0348 0.2766 -0.1134
H -4.43800 3.89446 -0.42994 0.1331 0.1298 -0.1396
H -2.67605 3.90371 -0.77086 -0.1851 0.0388 -0.0646
H -4.26581 6.39988 0.52775 0.1455 0.0127 -0.1729
H -2.50378 6.40914 0.18676 -0.2049 0.0075 -0.1133
H -3.09874 6.66391 1.84242 -0.0444 -0.1325 -0.2069
C -5.68406 3.80510 4.02375 -0.3092 0.1744 -0.2281
C -6.02199 4.75257 5.14370 -1.3823 0.9425 -0.1749
O -6.99504 5.50171 5.07464 1.2677 -0.9224 0.1026
C -5.12329 4.74789 6.35138 -0.2194 0.3659 0.2723
H -6.41816 3.91812 3.21897 0.1046 -0.0054 0.1996
H -4.69226 4.03689 3.62755 -0.0402 -0.2385 0.1816
H -5.71802 2.77461 4.38601 0.2066 0.0308 -0.0187
H -4.10651 5.02170 6.05881 0.0070 -0.2317 0.0320
H -5.13227 3.75932 6.81730 0.2036 0.0199 -0.0981
H -5.48845 5.48129 7.07819 0.0559 -0.1656 -0.1835
C 1.51649 -1.00169 -5.16052 0.1925 0.2578 0.4707
C 2.83944 -1.71415 -5.25196 0.9545 0.2844 0.8389
O 3.71289 -1.55064 -4.40157 -1.0307 -0.4140 -0.7435
C 3.05227 -2.63443 -6.42412 0.5187 -0.1168 0.2075
H 1.50463 -0.37215 -4.26448 0.0280 -0.0934 -0.1989
H 1.37619 -0.36468 -6.03740 -0.1743 -0.1925 0.0013
H 0.70612 -1.73112 -5.08627 -0.0817 0.0576 -0.2838
H 2.98038 -2.07011 -7.35727 -0.1984 -0.1721 0.0232
H 2.31023 -3.43662 -6.40614 -0.1224 0.1300 -0.2448
H 4.05098 -3.07924 -6.35950 -0.1927 0.1305 -0.0318
C 5.28080 -1.07197 1.79442 -0.2192 -0.3859 -0.1796
C 3.97090 -0.38699 2.07929 -1.1851 -0.4725 -0.1954
O 2.89723 -0.93903 1.84414 1.0881 0.4727 0.0968
C 4.02557 0.99952 2.66304 -0.5195 -0.0222 0.0031
H 5.08728 -2.06527 1.37580 0.0310 0.1920 0.1189
H 5.85320 -0.49121 1.06679 0.1135 0.0408 0.2180
H 5.84878 -1.18743 2.72089 0.1044 0.1567 -0.1434
H 4.54207 1.67253 1.97405 0.1462 -0.0411 0.1821
H 4.53771 0.97630 3.62824 0.1425 0.1027 -0.1583
H 3.00607 1.36924 2.81597 0.2337 -0.0972 -0.0392